{"formula": "C27H72F2N10O13S2", "method": "ωB97M-V with the def2-TZVPD basis set", "species": ["N", "S", "O", "O", "F", "S", "O", "O", "F", "C", "C", "O", "N", "H", "H", "C", "H", "H", "H", "H", "H", "H", "C", "C", "O", "N", "H", "H", "C", "H", "H", "H", "H", "H", "H", "C", "C", "O", "N", "H", "H", "C", "H", "H", "H", "H", "H", "H", "C", "C", "O", "N", "H", "H", "C", "H", "H", "H", "H", "H", "H", "C", "C", "O", "N", "H", "H", "C", "H", "H", "H", "H", "H", "H", "C", "C", "O", "N", "H", "H", "C", "H", "H", "H", "H", "H", "H", "C", "C", "O", "N", "H", "H", "C", "H", "H", "H", "H", "H", "H", "C", "C", "O", "N", "H", "H", "C", "H", "H", "H", "H", "H", "H", "C", "C", "O", "N", "H", "H", "C", "H", "H", "H", "H", "H", "H"], "xyz": [[-0.2260, 0.2220, 0.5033], [1.1910, -0.0838, -0.0033], [1.8095, 1.0521, -0.6809], [1.5003, -1.4620, -0.3815], [1.9033, -0.0374, 1.4682], [-0.8880, -0.4537, -0.9504], [-1.0346, -1.9007, -1.0161], [-0.5673, 0.1576, -2.2270], [-2.4678, 0.0576, -0.7620], [-5.7757, -0.0577, -0.1878], [-5.7208, -1.5275, -0.4470], [-4.8210, -2.1015, -1.0739], [-6.8641, -2.3399, 0.0924], [-6.4986, -3.2150, 0.4398], [-7.3913, -1.9558, 0.8635], [-7.7748, -2.6736, -1.1426], [-6.3528, 0.4887, -0.9338], [-4.7757, 0.3719, -0.1284], [-6.2118, 0.1619, 0.7867], [-7.1191, -2.9791, -1.9579], [-8.3032, -1.8008, -1.5262], [-8.4749, -3.4241, -0.7754], [-4.5941, -3.1814, -6.1000], [-4.4864, -3.8249, -4.6896], [-5.4774, -4.1444, -4.0163], [-3.0384, -4.2098, -4.3383], [-2.8247, -5.1962, -4.3749], [-2.3450, -3.7945, -4.9440], [-2.6728, -3.6583, -3.0158], [-4.1290, -2.2160, -6.2994], [-5.5862, -3.1165, -6.5468], [-4.0876, -3.8683, -6.7781], [-1.6801, -4.0227, -2.7513], [-3.4433, -3.8249, -2.2631], [-2.6459, -2.5734, -3.1178], [1.8781, 2.6049, -6.2357], [0.9485, 1.9103, -5.2802], [0.8870, 2.2503, -4.1013], [-0.1156, 0.9700, -5.8886], [-0.0982, 1.3235, -6.8345], [0.1374, -0.0030, -5.9853], [-1.4522, 1.1489, -5.1843], [1.4761, 3.5826, -6.5016], [2.0904, 2.0653, -7.1586], [2.8762, 2.6936, -5.8066], [-2.1255, 0.6092, -5.8503], [-1.7357, 2.1854, -5.0015], [-1.4209, 0.6276, -4.2275], [4.2909, -1.3306, 3.5998], [3.6913, -2.7205, 3.6565], [2.5238, -2.9586, 3.2506], [4.4068, -3.7499, 4.5520], [4.7034, -4.6064, 4.1064], [5.3272, -3.3840, 4.7496], [3.6674, -3.9821, 5.9073], [4.7786, -1.2177, 4.5681], [3.6033, -0.6017, 3.1707], [5.1481, -1.2788, 2.9285], [2.9150, -4.7399, 5.6892], [3.2792, -3.0832, 6.3864], [4.3254, -4.4194, 6.6582], [1.6533, 3.3739, 7.3387], [2.3474, 3.6738, 5.9792], [3.4710, 4.1223, 5.8938], [1.5362, 3.3214, 4.6955], [0.6867, 2.9456, 5.0919], [1.2026, 4.1517, 4.2270], [2.2800, 2.4565, 3.6988], [2.1722, 4.0378, 8.0301], [1.8457, 2.3792, 7.7406], [0.6043, 3.6458, 7.4558], [3.1566, 2.9653, 3.2980], [1.6067, 2.3875, 2.8443], [2.5675, 1.4713, 4.0661], [-3.3220, -0.5320, 4.0875], [-2.2416, -0.9755, 3.0756], [-2.2959, -1.9081, 2.3423], [-0.9557, -0.0609, 3.0842], [-0.6815, 0.0997, 2.1255], [-1.0777, 0.8849, 3.4169], [0.1216, -0.8143, 3.8065], [-3.9375, -1.2676, 4.6054], [-4.0105, 0.1177, 3.5471], [-2.8595, 0.0869, 4.8564], [0.1810, -1.8300, 3.4156], [-0.1767, -0.8527, 4.8542], [1.0624, -0.2663, 3.8601], [-2.8371, 2.9483, -1.9288], [-1.5734, 3.1783, -1.1125], [-0.5551, 3.6100, -1.5830], [-1.5714, 2.6856, 0.3373], [-2.5033, 2.4711, 0.6623], [-1.0129, 1.8454, 0.3850], [-1.0088, 3.7681, 1.3491], [-3.1555, 3.8973, -2.3603], [-3.6087, 2.3466, -1.4485], [-2.6093, 2.2664, -2.7482], [0.0768, 3.7055, 1.4239], [-1.5325, 3.6249, 2.2943], [-1.2958, 4.7341, 0.9336], [2.3239, -2.8556, -3.4928], [2.3223, -3.9499, -2.4071], [1.6245, -4.9577, -2.5589], [3.5070, -4.0422, -1.4323], [4.2730, -4.5391, -1.8642], [3.7318, -3.0798, -1.2241], [3.1096, -4.5072, -0.0333], [2.5437, -1.8625, -3.1009], [1.3146, -2.7774, -3.8969], [3.0596, -3.0933, -4.2610], [2.1008, -4.1707, 0.2061], [3.8806, -4.2119, 0.6784], [3.0882, -5.5970, -0.0308], [6.0068, 5.3423, 0.3023], [5.2539, 4.6700, -0.8358], [5.7426, 3.7528, -1.5727], [3.8126, 5.1446, -0.9566], [3.6905, 5.9794, -0.4014], [3.6798, 5.3960, -1.9257], [2.7445, 4.0491, -0.6777], [5.8088, 4.8930, 1.2754], [5.9185, 6.4269, 0.3642], [7.0643, 5.1886, 0.0876], [1.7782, 4.5483, -0.6049], [2.9316, 3.5288, 0.2617], [2.8072, 3.2648, -1.4320]], "mulliken_charge": [-0.473, 0.306, -0.464, -0.471, -0.132, 0.185, -0.409, -0.185, -0.168, -0.489, 0.291, -0.485, -0.065, 0.410, 0.423, -0.652, 0.376, -0.341, 0.495, 0.245, 0.357, 0.395, -1.146, 0.696, -0.407, -0.009, 0.387, 0.384, -1.218, 0.254, 0.387, 0.411, 0.507, 0.381, 0.343, -1.329, 0.517, -0.285, -0.049, 0.437, 0.323, -0.603, 0.358, 0.477, 0.357, 0.474, 0.371, 0.054, -0.770, 0.429, -0.480, -0.144, 0.403, 0.419, -0.757, 0.503, -0.109, 0.439, 0.358, 0.312, 0.405, -1.111, 0.530, -0.338, -0.004, 0.343, 0.341, -0.763, 0.366, 0.347, 0.436, 0.451, -0.006, 0.387, -1.092, 0.524, -0.325, 0.958, -0.326, 0.491, -0.856, 0.383, 0.324, 0.364, 0.503, 0.564, -0.047, -0.558, 0.610, -0.266, 0.717, 0.440, -0.382, -0.702, 0.459, 0.151, -0.163, 0.092, 0.423, 0.451, -0.836, 0.443, -0.428, 0.037, 0.401, 0.377, -0.906, 0.256, 0.159, 0.446, 0.278, 0.434, 0.389, -1.050, 0.508, -0.431, -0.006, 0.409, 0.373, -0.983, 0.269, 0.453, 0.345, 0.482, 0.174, 0.459], "relative_energy_kj_mol": 653.7, "multiplicity": 1, "total_charge": 8, "total_energy_ha": -3589.76786, "gap_ha": 0.3272, "lumo_ev": -17.54}